Version 1
Density functional theory data (ωB97M-V/def2-TZVPD) for a cluster of 2 separate species, C10H16 in total.

Computed properties:
E_LUMO ... 0.96 eV
SMILES ... c1ccccc1.CC(C)C
HOMO level ... -9.45 eV
Frontier orbital gap ... 0.382 Eh

Geometry (Å):
C1 2.44741 1.13234 -0.02729
C2 2.20558 -1.12587 1.05142
C3 1.67635 0.95524 2.35928
C4 1.65525 0.29831 0.97930
H1 3.50031 1.19769 0.29479
H2 2.03669 2.15367 -0.09668
H3 2.41378 0.67086 -1.02853
H4 3.25429 -1.09964 1.39218
H5 1.62028 -1.73483 1.76079
H6 2.16967 -1.60864 0.06033
H7 1.25837 1.97490 2.31239
H8 1.08606 0.36589 3.08098
H9 2.71589 1.01751 2.72270
H10 0.60222 0.24673 0.63526
C5 -2.92256 -1.15920 -0.27270
C6 -2.09380 -1.73352 -1.23725
C7 -3.21561 0.20399 -0.32686
C8 -1.55808 -0.94466 -2.25597
C9 -2.67990 0.99284 -1.34557
C10 -1.85114 0.41852 -2.31013
H11 -3.34411 -1.77994 0.52892
H12 -1.86320 -2.80619 -1.19463
H13 -3.86776 0.65591 0.43214
H14 -0.90594 -1.39659 -3.01497
H15 -2.91050 2.06551 -1.38819
H16 -1.42959 1.03926 -3.11175



Version 2
Density functional theory data (ωB97M-V/def2-TZVPD) for a cluster of 2 separate species, C10H16 in total.

Computed properties:
E_LUMO ... 1.04 eV
SMILES ... CCc1ccccc1.CC
HOMO level ... -8.95 eV
Frontier orbital gap ... 0.367 Eh

Geometry (Å):
C1 2.57642 -2.65044 0.76308
C2 1.39223 -2.97589 1.68727
H1 3.43528 -2.49303 1.33769
H2 2.80253 -3.41739 0.11834
H3 2.39578 -1.53112 0.32815
H4 1.21095 -4.04500 1.51209
H5 0.55571 -2.32304 1.56137
H6 1.78963 -2.86794 2.66047
C3 -0.90358 -1.15660 -0.82667
C4 -2.44080 -1.34658 -0.42763
C5 -0.52915 0.34762 -0.43451
C6 -1.30745 1.32987 -1.12949
C7 0.48471 0.77731 0.43511
C8 -0.84063 2.71300 -1.05506
C9 0.90066 2.10040 0.62046
C10 0.18702 3.03308 -0.13718
H7 -0.28031 -1.85102 -0.35162
H8 -0.88353 -1.30016 -1.96348
H9 -2.96307 -0.45964 -0.68891
H10 -2.04008 1.09279 -1.82405
H11 1.11610 0.02590 0.88722
H12 -1.31952 3.51499 -1.53655
H13 1.85790 2.22882 1.11244
H14 0.56121 4.07882 -0.08453
H15 -2.60785 -1.29345 0.62449
H16 -2.74722 -2.39021 -0.66541



Stability ranking, top entry: version 1; the second entry is 186.2 kJ/mol less favorable.



Version 1
Density functional theory data (ωB97M-V/def2-TZVPD) for a cluster of 2 separate species, C10H16 in total.

Computed properties:
E_LUMO ... 1.02 eV
SMILES ... CCc1ccccc1.CC
HOMO level ... -9.08 eV
Frontier orbital gap ... 0.371 Eh

Geometry (Å):
C1 -0.73113 2.07947 0.24390
C2 -0.63180 3.15489 1.32012
C3 -0.23075 0.73321 0.68671
C4 -1.10218 -0.20517 1.20576
C5 1.07640 0.32001 0.37883
C6 -0.74287 -1.55268 1.34575
C7 1.44496 -0.98204 0.62974
C8 0.51713 -1.96921 0.96578
H1 -1.77621 2.00776 -0.07301
H2 -0.30907 2.36725 -0.72368
H3 0.34618 3.62897 1.41656
H4 -2.15945 -0.00341 1.33163
H5 1.81075 1.05019 0.07257
H6 -1.52564 -2.24762 1.61833
H7 2.41776 -1.34889 0.32887
H8 0.74392 -3.01921 0.85784
H9 -0.90724 2.78879 2.30532
H10 -1.30524 3.97824 1.06571
C9 -0.29708 -0.72375 -2.26945
C10 0.87681 -1.39893 -3.02498
H11 -0.46765 -1.25793 -1.34557
H12 0.01736 0.29986 -2.09542
H13 -1.20060 -0.74337 -2.87714
H14 0.97997 -2.43474 -2.68601
H15 1.82116 -0.98366 -2.67935
H16 0.72974 -1.37084 -4.09960



Version 2
Density functional theory data (ωB97M-V/def2-TZVPD) for a cluster of 2 separate species, C10H16 in total.

Computed properties:
E_LUMO ... 0.96 eV
SMILES ... Cc1ccccc1.CCC
HOMO level ... -8.81 eV
Frontier orbital gap ... 0.359 Eh

Geometry (Å):
C1 -2.03080 -3.42021 -0.44724
C2 1.48826 -2.29019 -1.43709
C3 1.54221 -1.30617 -0.44213
C4 0.36376 -3.10611 -1.30137
C5 -0.69515 -2.79095 -0.41438
C6 0.53742 -0.82281 0.38270
C7 -0.66684 -1.59034 0.26393
H1 2.44088 -2.49625 -2.13661
H2 2.54919 -0.84056 -0.27547
H3 0.33939 -3.75282 -2.12353
H4 0.48603 0.06686 0.92648
H5 -2.67234 -2.61267 -0.71423
H6 -2.43002 -3.67329 0.60314
H7 -1.48911 -1.21900 0.92714
H8 -2.08837 -4.32312 -0.99723
C8 0.76857 3.28893 0.88601
C9 0.77445 2.58493 -0.49505
C10 -0.59644 3.43410 1.59666
H9 1.31721 2.94134 1.77014
H10 1.03075 4.36511 0.65969
H11 0.09118 3.17908 -1.21638
H12 -1.06143 4.45438 1.52278
H13 -1.25528 2.71001 1.04618
H14 -0.60103 3.10955 2.72772
H15 1.67738 2.42206 -1.02484
H16 0.18013 1.68812 -0.28703



Stability ranking, top entry: version 1; the second entry is 189.2 kJ/mol less favorable.



Version 1
Density functional theory data (ωB97M-V/def2-TZVPD) for a cluster of 2 separate species, C10H16 in total.

Computed properties:
E_LUMO ... 0.97 eV
SMILES ... CCc1ccccc1.CC
HOMO level ... -8.80 eV
Frontier orbital gap ... 0.359 Eh

Geometry (Å):
C1 1.17299 -0.62209 -0.36158
C2 1.57974 -1.73876 0.59907
C3 1.27138 0.71269 0.28890
C4 0.71110 1.01195 1.51938
C5 1.87074 1.82964 -0.39087
C6 0.48484 2.34532 1.96933
C7 1.42746 3.07798 -0.07609
C8 0.78046 3.39174 1.13885
H1 1.97363 -0.75389 -1.09879
H2 0.17857 -0.77842 -0.81665
H3 1.43657 -1.84480 1.63867
H4 0.57878 0.29900 2.29928
H5 2.49825 1.66049 -1.24098
H6 -0.02984 2.43692 2.92278
H7 1.65501 3.94880 -0.68670
H8 0.40988 4.34768 1.45320
H9 2.70946 -1.89101 0.56874
H10 1.32357 -2.65383 0.02795
C9 -2.58525 -1.49322 -1.89990
C10 -2.84221 -2.16843 -0.51762
H11 -1.57090 -1.38151 -2.24180
H12 -2.86582 -2.36447 -2.53954
H13 -3.21373 -0.63626 -2.08674
H14 -3.67967 -1.47544 -0.21394
H15 -3.10935 -3.23259 -0.57166
H16 -2.16565 -2.02751 0.31669



Version 2
Density functional theory data (ωB97M-V/def2-TZVPD) for a cluster of 2 separate species, C10H16 in total.

Computed properties:
E_LUMO ... 1.02 eV
SMILES ... Cc1ccccc1.CCC
HOMO level ... -8.89 eV
Frontier orbital gap ... 0.364 Eh

Geometry (Å):
C1 1.84983 2.03990 -0.53384
C2 1.92587 -0.45441 2.27246
C3 1.28050 -1.55894 1.69020
C4 2.27348 0.60026 1.47309
C5 1.93917 0.62855 0.12264
C6 1.00856 -1.59247 0.34906
C7 1.40855 -0.48880 -0.45377
H1 2.18703 -0.51057 3.33865
H2 1.07386 -2.36259 2.37989
H3 2.87860 1.42153 1.86672
H4 0.42738 -2.34915 -0.16910
H5 2.15228 2.83316 0.13317
H6 0.81999 2.13008 -0.87569
H7 1.38186 -0.71032 -1.55276
H8 2.55172 1.89055 -1.34273
C8 -1.67610 -0.15414 -0.59806
C9 -2.62274 1.04479 -0.55231
C10 -2.43650 -1.39709 -1.12347
H9 -0.74608 0.06113 -1.15490
H10 -1.18368 -0.35441 0.35960
H11 -3.39980 1.15391 0.20557
H12 -3.25174 -1.51015 -0.37680
H13 -2.91610 -1.15613 -2.05527
H14 -3.06635 1.12758 -1.52122
H15 -1.96026 1.97661 -0.49937
H16 -1.89931 -2.30885 -1.38176



Version 3
Density functional theory data (ωB97M-V/def2-TZVPD) for a cluster of 2 separate species, C10H16 in total.

Computed properties:
E_LUMO ... 0.98 eV
SMILES ... Cc1ccccc1.CCC
HOMO level ... -9.03 eV
Frontier orbital gap ... 0.368 Eh

Geometry (Å):
C1 -1.46317 1.46981 -1.03756
C2 -2.49836 2.05438 -1.99888
C3 -1.40416 2.31850 0.25412
H1 -0.49868 1.20176 -1.44727
H2 -1.79360 0.54040 -0.57078
H3 -1.94961 2.67154 -2.71387
H4 -2.98038 1.29186 -2.61481
H5 -1.41962 3.39501 0.06861
H6 -0.53515 2.03150 0.84647
H7 -3.25609 2.63203 -1.47775
H8 -2.31967 2.18377 0.82821
C4 2.71290 0.39366 -0.34665
C5 0.61446 -1.70862 2.01636
C6 1.63399 -0.96194 1.47051
C7 -0.42319 -2.12486 1.18342
C8 1.60991 -0.50826 0.14225
C9 -0.43259 -1.72715 -0.13706
C10 0.61047 -0.96671 -0.68636
H9 0.81085 -2.12979 2.99311
H10 2.46690 -0.60419 2.06134
H11 -1.27743 -2.68393 1.53800
H12 -1.27162 -2.03522 -0.74840
H13 3.01626 1.03093 0.49258
H14 2.51661 1.00925 -1.21481
H15 0.48390 -0.70244 -1.72664
H16 3.62776 -0.20668 -0.41613



Version 4
Density functional theory data (ωB97M-V/def2-TZVPD) for a cluster of 2 separate species, C10H16 in total.

Computed properties:
E_LUMO ... 0.96 eV
SMILES ... Cc1ccccc1.CCC
HOMO level ... -8.99 eV
Frontier orbital gap ... 0.366 Eh

Geometry (Å):
C1 1.02316 0.84551 3.16528
C2 -0.26845 0.34925 2.57040
C3 1.59111 1.99112 2.25378
H1 0.74482 1.53679 4.10377
H2 1.59349 0.06479 3.50986
H3 -0.55643 -0.68202 2.90923
H4 1.43485 1.59435 1.19924
H5 1.01889 2.95449 2.51037
H6 -0.04709 -0.10084 1.49530
H7 -1.15750 1.04597 2.55480
H8 2.65906 2.07293 2.71188
C4 -0.28086 -2.92963 -1.60417
C5 -1.59794 0.65143 -1.61393
C6 -1.49599 -0.73502 -1.85306
C7 -0.50278 1.32699 -1.02917
C8 -0.33306 -1.46384 -1.53323
C9 0.68345 0.59478 -0.89832
C10 0.78016 -0.77954 -1.02162
H9 -2.55749 1.25589 -1.71201
H10 -2.50769 -1.10366 -2.37713
H11 -0.77145 2.44603 -0.96976
H12 1.50412 1.21187 -0.52013
H13 0.52501 -3.28730 -2.25153
H14 -1.20467 -3.32484 -2.16622
H15 1.75243 -1.27199 -0.98365
H16 -0.02314 -3.51871 -0.62981



Stability ranking, top entry: version 3; the second entry is 64.1 kJ/mol less favorable.